The following is a DFT calculation (ωB97M-V/def2-TZVPD) of C20H34As2N3O8PtSbSe4 as an isolated structure.

For the HOMO energy (alpha / beta), the calculation gives -6.57 / -6.57 eV. The LUMO energy (alpha / beta) is -0.080 / -0.080 Ha. For the HOMO-LUMO gap (alpha / beta), the calculation gives 0.161 / 0.161 Ha.

Last column: Löwdin charge in e.
Element x y z (Å)
Pt -0.203 -1.698 0.634  0.491
N 3.749 -1.734 -0.644  0.048
C 3.631 -2.862 -1.584  -0.349
C 3.183 -4.146 -0.877  -0.103
C 1.693 -4.199 -0.528  -0.359
N 1.368 -3.312 0.606  -0.051
C 0.835 -3.903 -1.761  -0.130
C 1.192 -2.595 -2.466  -0.375
N 0.696 -1.437 -1.706  0.001
C 2.696 -2.525 -2.751  -0.097
H 4.453 -1.953 0.060  0.114
H 2.567 -0.820 0.130  0.036
H 4.086 -0.918 -1.152  0.100
H 4.624 -3.058 -2.022  0.139
H 3.779 -4.300 0.027  0.122
H 3.391 -4.983 -1.543  0.127
H 1.455 -5.224 -0.215  0.126
H 2.178 -2.734 0.830  0.066
H 1.174 -3.889 1.425  0.064
H -0.214 -3.882 -1.456  0.055
H 0.948 -4.732 -2.462  0.131
H 0.690 -2.605 -3.447  0.113
H -0.223 -1.198 -2.096  -0.059
H 1.297 -0.641 -1.892  0.062
H 2.943 -1.528 -3.127  0.120
H 2.901 -3.244 -3.546  0.127
C -4.771 2.991 0.300  -0.018
O -4.653 1.606 0.034  0.025
C -3.506 0.944 0.185  -0.510
O -3.597 -0.302 0.320  -0.240
C -2.192 1.511 0.323  -0.224
C -1.626 2.579 -0.297  -0.252
As 0.081 3.474 0.169  1.313
C -0.541 4.238 1.872  -0.265
C 0.906 1.787 0.777  -0.381
C 0.213 1.294 1.950  -0.427
As -1.268 0.229 1.499  1.126
C -2.416 0.110 3.060  -0.233
C 0.622 1.558 3.278  -0.591
O 0.141 1.028 4.270  0.010
O 1.614 2.493 3.344  -0.088
C 2.022 2.867 4.644  -0.074
C 1.728 0.929 0.165  -0.429
O 1.946 -0.293 0.718  -0.049
O 2.464 1.050 -0.985  -0.112
C 2.344 2.217 -1.755  -0.107
C -2.284 3.494 -1.234  -0.584
O -2.143 4.689 -1.037  0.067
O -2.970 3.084 -2.304  -0.008
C -2.875 1.753 -2.769  -0.074
H -4.755 3.565 -0.628  0.100
H -3.984 3.347 0.969  0.106
H -5.738 3.123 0.784  0.107
H -1.162 5.102 1.627  0.024
H 0.313 4.570 2.459  0.027
H -1.126 3.528 2.458  0.031
H -2.511 1.107 3.498  0.049
H -1.926 -0.537 3.794  0.041
H -3.414 -0.272 2.821  0.035
H 2.838 3.574 4.516  0.086
H 2.360 1.993 5.203  0.091
H 1.198 3.338 5.186  0.092
H 3.013 2.084 -2.604  0.095
H 2.633 3.107 -1.180  0.081
H 1.315 2.354 -2.118  0.073
H -3.663 1.127 -2.346  0.077
H -1.897 1.316 -2.555  0.073
H -3.020 1.796 -3.845  0.102
Se -2.329 -1.808 -3.303  0.039
Sb -3.234 -2.335 -1.084  0.319
Se -2.019 -2.983 1.413  0.000
Se -5.463 -3.210 -1.042  -0.060
Se -1.555 -5.097 1.017  0.014

=====

The following is a DFT calculation (ωB97M-V/def2-TZVPD) of a 3-piece molecular cluster, C20H34B2O10S2 overall.

For the HOMO energy, the calculation gives -9.17 eV. Its structure (SMILES) is CCOCCC1=CC(=O)C(B(C)O)=C(CB(O)O)C1=O.O=S1(=O)CCCC1.O=S1(=O)CCCC1. The LUMO energy is -0.045 Ha. For the HOMO-LUMO gap, the calculation gives 0.292 Ha.

Last column: Löwdin charge in e.
Element x y z (Å)
C 3.410 -1.091 1.385  -0.111
C 3.848 -0.858 -0.189  -0.253
O 3.355 -1.896 -1.115  -0.230
C 1.913 -2.199 -0.847  -0.196
C 1.230 -2.841 -2.198  -0.115
C -0.320 -2.381 -2.470  -0.069
C -0.627 -0.966 -2.918  0.059
C -2.206 -0.550 -3.205  -0.175
O -2.622 0.305 -4.143  -0.026
C -3.320 -1.289 -2.201  0.048
B -4.653 -0.421 -1.785  -0.321
C -5.014 0.146 -0.273  -0.053
O -5.656 -0.133 -2.869  -0.006
C -3.022 -2.698 -1.748  -0.031
C -4.096 -3.394 -0.723  -0.051
B -3.599 -4.810 -0.048  -0.427
O -2.923 -4.779 1.271  0.036
O -3.901 -6.055 -0.819  0.043
C -1.649 -3.374 -2.338  -0.143
O -1.495 -4.631 -2.763  -0.008
H 3.405 -2.259 1.565  0.088
H 4.086 -0.533 2.163  0.082
H 2.312 -0.657 1.514  0.078
H 3.428 0.194 -0.524  0.129
H 5.026 -0.748 -0.194  0.089
H 1.837 -2.962 0.038  0.127
H 1.420 -1.144 -0.590  0.132
H 1.870 -2.423 -3.115  0.136
H 1.385 -4.012 -2.219  0.130
H 0.293 -0.252 -3.031  0.125
H -4.276 -0.277 0.531  0.074
H -5.113 1.311 -0.209  0.046
H -6.088 -0.304 -0.008  0.108
H -5.569 0.863 -3.043  0.122
H -4.373 -2.675 0.189  0.122
H -5.134 -3.571 -1.285  0.148
H -2.549 -3.843 1.434  0.124
H -3.232 -6.775 -0.619  0.115
O -6.825 2.611 0.957  -0.322
S -5.693 3.108 1.710  0.668
O -4.381 2.499 1.631  -0.336
C -5.533 4.856 1.401  -0.234
C -6.415 5.506 2.457  -0.226
C -6.138 4.745 3.753  -0.221
C -6.171 3.253 3.425  -0.224
H -5.846 5.085 0.381  0.112
H -4.483 5.127 1.544  0.111
H -6.199 6.574 2.559  0.118
H -7.471 5.398 2.184  0.122
H -5.145 5.018 4.131  0.120
H -6.865 4.994 4.532  0.117
H -5.471 2.689 4.047  0.107
H -7.179 2.842 3.532  0.109
O 7.947 -1.248 1.242  -0.313
S 7.657 0.002 0.573  0.676
O 6.326 0.573 0.538  -0.347
C 8.796 1.238 1.167  -0.235
C 9.997 1.117 0.241  -0.226
C 9.422 0.960 -1.166  -0.221
C 8.305 -0.079 -1.090  -0.223
H 9.039 1.049 2.214  0.111
H 8.314 2.215 1.062  0.111
H 10.652 1.991 0.317  0.118
H 10.585 0.229 0.502  0.122
H 9.011 1.920 -1.501  0.120
H 10.190 0.662 -1.886  0.118
H 7.505 0.138 -1.803  0.109
H 8.687 -1.090 -1.256  0.111

=====

The following is a DFT calculation (ωB97M-V/def2-TZVPD) of a 3-piece molecular cluster, C20H34BrCl4N2O4P overall.

For the HOMO energy, the calculation gives -8.49 eV. Its structure (SMILES) is CCNP(CC(=O)c1ccccc1)(C[C@@H](C)O)(ON=O)[C@H](Br)CC.ClCCCl.ClCCCl. The LUMO energy is 0.012 Ha. For the HOMO-LUMO gap, the calculation gives 0.324 Ha.

Last column: Löwdin charge in e.
Element x y z (Å)
C -2.686 2.151 -0.205  -0.082
C -1.849 0.854 -0.012  -0.387
N -0.660 1.110 0.746  -0.270
P 0.719 -0.002 0.735  0.873
C 1.527 0.924 2.090  -0.140
C 2.979 0.607 2.383  -0.417
O 3.254 -0.115 3.294  0.132
C 4.084 1.268 1.620  -0.166
C 4.561 0.829 0.388  -0.031
C 5.625 1.505 -0.206  -0.071
C 6.228 2.601 0.403  -0.082
C 5.742 3.049 1.627  -0.073
C 4.682 2.378 2.226  -0.025
C 1.053 0.510 -1.006  -0.187
C 0.801 1.973 -1.412  -0.416
C 1.653 2.986 -0.644  -0.022
O 1.184 2.026 -2.805  -0.056
O 2.140 -1.138 0.703  -0.334
N 2.494 -1.776 -0.446  -0.089
O 1.611 -2.402 -0.928  0.009
C -0.350 -1.427 1.433  -0.649
Br -1.476 -0.736 2.912  0.779
C 0.448 -2.573 2.084  -0.339
C -0.427 -3.583 2.868  -0.156
H -2.823 2.406 -1.249  0.061
H -3.665 2.032 0.250  0.044
H -2.207 2.962 0.336  0.067
H -2.536 0.143 0.458  0.056
H -1.645 0.465 -1.009  0.064
H -0.765 1.723 1.534  0.066
H 1.411 1.989 1.907  0.094
H 1.000 0.705 3.015  0.080
H 4.122 -0.030 -0.090  0.084
H 5.992 1.133 -1.151  0.102
H 7.061 3.093 -0.073  0.099
H 6.204 3.891 2.117  0.101
H 4.314 2.720 3.182  0.118
H 0.446 -0.107 -1.664  0.087
H 2.080 0.340 -1.322  0.081
H -0.249 2.218 -1.444  0.112
H 2.187 3.602 -1.361  0.083
H 1.060 3.668 -0.044  0.081
H 2.402 2.485 -0.042  0.050
H 2.136 1.902 -2.866  0.082
H -0.969 -1.878 0.661  -0.019
H 0.931 -3.178 1.327  0.086
H 1.151 -2.168 2.802  0.096
H -1.425 -3.683 2.454  0.042
H -0.441 -3.375 3.929  0.055
H 0.040 -4.563 2.765  0.070
Cl -4.518 -0.458 -2.084  0.557
C -6.173 0.002 -2.557  -0.652
C -6.552 1.367 -2.041  -0.660
Cl -6.724 1.388 -0.267  0.546
H -6.850 -0.763 -2.187  0.068
H -6.206 0.000 -3.645  0.072
H -7.513 1.663 -2.458  0.071
H -5.809 2.113 -2.313  0.066
Cl -1.920 -2.343 -1.431  0.614
C -1.803 -3.953 -2.187  -0.616
C -2.906 -4.866 -1.724  -0.655
Cl -2.724 -5.309 -0.007  0.556
H -0.821 -4.358 -1.954  0.072
H -1.870 -3.805 -3.264  0.078
H -2.881 -5.790 -2.298  0.074
H -3.882 -4.404 -1.849  0.067

=====

The following is a DFT calculation (ωB97M-V/def2-TZVPD) of C20H34Cl2IrN3O4 as an isolated structure.

The expectation value of S² is 6.04. As for the spin multiplicity: 5. For the HOMO energy (alpha / beta), the calculation gives -3.19 / -7.19 eV. The LUMO energy (alpha / beta) is 0.006 / -0.069 Ha. For the HOMO-LUMO gap (alpha / beta), the calculation gives 0.124 / 0.195 Ha.

Last column: Löwdin charge in e.
Element x y z (Å)
O -2.469 -2.498 -2.569  -0.169
C -1.704 -1.960 -3.379  -0.369
C -0.426 -2.531 -3.870  -0.247
C 0.512 -3.022 -2.947  -0.083
H 0.375 -2.761 -1.889  0.084
C 1.536 -3.858 -3.400  -0.116
H 2.225 -4.313 -2.681  0.091
C 1.636 -4.151 -4.772  -0.140
H 2.328 -4.927 -5.125  0.085
C 0.882 -3.403 -5.694  -0.123
H 1.080 -3.519 -6.765  0.092
C -0.137 -2.573 -5.238  -0.082
H -0.750 -1.974 -5.918  0.101
H -1.850 -0.882 -3.679  0.079
C -0.092 2.130 -2.690  -0.105
C 0.925 1.345 -1.904  -0.531
H 0.234 2.128 -3.733  0.085
H -0.121 3.170 -2.351  0.072
H -1.111 1.729 -2.629  0.067
C 2.068 0.862 -2.482  -0.151
C 3.056 1.631 -3.288  -0.059
H 2.360 -0.163 -2.240  0.068
H 3.103 1.228 -4.307  0.095
H 4.054 1.476 -2.852  0.094
H 2.858 2.711 -3.318  0.087
Ir 0.325 0.877 -0.149  1.036
Cl 2.001 -0.600 0.294  0.071
Cl 1.272 2.970 0.171  0.112
H -1.898 -4.970 0.246  0.090
H -0.559 -4.076 2.069  0.093
C -1.333 -4.311 -0.433  -0.046
C -0.080 -3.319 1.430  -0.051
N -0.921 -3.084 0.259  -0.157
H -1.934 -4.079 -1.318  0.073
C -1.461 -1.876 0.027  -0.264
O -1.003 -0.805 0.503  -0.234
H 0.081 -2.391 1.978  0.060
H -2.396 -1.858 -0.559  0.128
H -0.433 -4.854 -0.741  0.091
H 0.882 -3.726 1.096  0.091
H -4.008 3.839 1.079  0.101
H -5.696 1.830 0.152  0.097
C -3.610 3.709 0.065  -0.008
C -5.007 1.774 -0.696  -0.032
N -3.706 2.313 -0.344  -0.168
H -2.571 4.045 0.034  0.095
C -2.640 1.516 -0.441  -0.219
O -1.488 1.983 -0.194  -0.229
H -4.869 0.725 -0.982  0.096
H -2.854 0.475 -0.760  0.149
H -4.225 4.309 -0.613  0.095
H -5.432 2.325 -1.542  0.097
C 2.122 2.112 3.352  -0.049
N 1.079 1.198 3.810  -0.166
C 1.052 0.815 5.211  -0.049
C 0.096 0.693 3.048  -0.283
O -0.347 1.169 1.976  -0.194
H 2.701 2.367 4.242  0.080
H 1.700 3.020 2.910  0.056
H 2.785 1.635 2.617  0.081
H 0.129 1.180 5.685  0.096
H 1.067 -0.279 5.298  0.094
H 1.916 1.248 5.720  0.086
H -0.408 -0.186 3.528  0.154

=====

The following is a DFT calculation (ωB97M-V/def2-TZVPD) of C20H34Cl2N3O4Sr as an isolated structure.

For the HOMO energy, the calculation gives -3.90 eV. The net charge is -1. The LUMO energy is 0.087 Ha. For the HOMO-LUMO gap, the calculation gives 0.230 Ha.

Last column: Löwdin charge in e.
Element x y z (Å)
O 0.780 -0.459 -3.571  -0.208
C -0.247 0.277 -3.306  -0.460
C 0.026 1.761 -3.523  -0.182
C 0.386 2.621 -2.495  -0.080
H 0.302 2.302 -1.448  0.032
C 0.810 3.924 -2.808  -0.100
H 1.110 4.585 -1.990  0.100
C 0.823 4.361 -4.135  -0.119
H 1.154 5.371 -4.375  0.085
C 0.404 3.495 -5.157  -0.107
H 0.386 3.825 -6.196  0.088
C 0.006 2.198 -4.845  -0.047
H -0.313 1.497 -5.622  0.113
H -1.117 -0.013 -3.956  0.115
C -1.631 -1.477 -1.814  -0.119
C -1.252 -0.037 -1.746  -0.266
H -2.509 -1.600 -2.480  0.094
H -1.905 -1.937 -0.846  0.051
H -0.807 -2.059 -2.249  0.073
C -2.047 0.971 -1.344  -0.269
C -3.408 0.836 -0.718  -0.130
H -1.734 2.005 -1.481  0.074
H -4.079 1.610 -1.123  0.079
H -3.397 0.990 0.381  -0.023
H -3.861 -0.154 -0.900  0.076
Sr -0.963 -0.137 1.106  1.085
Cl -3.284 -0.060 2.703  -0.292
C -0.701 0.566 4.291  -0.415
O 0.009 -0.182 3.589  -0.143
N -1.151 0.296 5.521  -0.195
C -0.729 -0.884 6.256  -0.042
C -2.241 1.065 6.100  -0.067
H -1.058 1.530 3.885  0.099
H 0.073 -1.390 5.714  0.086
H -1.582 -1.559 6.399  0.091
H -0.389 -0.583 7.253  0.084
H -2.618 1.751 5.337  0.081
H -1.892 1.628 6.976  0.083
H -3.045 0.394 6.427  0.089
H 4.606 2.139 -1.276  0.081
H 4.048 2.247 0.878  0.078
C 3.556 1.983 -1.550  -0.043
C 3.152 1.623 0.883  -0.061
N 2.903 1.227 -0.494  -0.168
H 3.488 1.423 -2.490  0.101
C 2.037 0.246 -0.765  -0.299
O 1.398 -0.365 0.116  -0.166
H 3.300 0.737 1.513  0.091
H 1.927 -0.008 -1.837  0.123
H 3.077 2.962 -1.688  0.077
H 2.293 2.195 1.268  0.005
H 0.206 -6.128 1.397  0.090
H 2.277 -5.599 -0.186  0.088
C -0.384 -5.509 0.709  -0.033
C 1.550 -5.026 -0.777  -0.044
N 0.479 -4.527 0.073  -0.184
H -1.178 -4.996 1.252  0.089
C 0.304 -3.214 0.258  -0.293
O -0.613 -2.708 0.949  -0.135
H 2.052 -4.168 -1.238  0.095
H 1.043 -2.585 -0.274  0.129
H -0.807 -6.170 -0.057  0.090
H 1.142 -5.678 -1.560  0.091
Cl -0.164 2.570 1.087  -0.211

=====

The following is a DFT calculation (ωB97M-V/def2-TZVPD) of a 3-piece molecular cluster, C20H34F7O6PS overall.

For the HOMO energy, the calculation gives -7.92 eV. Its structure (SMILES) is CCOC(=O)CCCP(CCCS)[C@@H](F)CC.CCOC(=O)C(F)(F)F.CCOC(=O)C(F)(F)F. The LUMO energy is 0.017 Ha. For the HOMO-LUMO gap, the calculation gives 0.308 Ha.

Last column: Löwdin charge in e.
Element x y z (Å)
C 0.483 -5.773 -1.253  -0.057
C 0.581 -4.858 -0.018  -0.228
O 1.760 -4.055 0.045  0.003
C 2.052 -3.366 -1.088  -0.554
O 3.153 -3.323 -1.444  0.146
C 0.975 -2.673 -1.891  -0.098
C 0.808 -1.173 -1.576  -0.229
C 1.709 -0.247 -2.405  -0.344
P 3.344 0.057 -1.568  1.045
C 3.021 1.119 -0.081  -0.343
C 2.362 2.488 -0.375  -0.327
C 1.294 2.873 0.653  -0.549
S -0.324 2.137 0.275  0.718
C 4.384 1.008 -2.764  -0.492
F 4.057 2.380 -2.851  -0.083
C 5.862 0.911 -2.462  -0.269
C 6.666 1.237 -3.715  -0.103
H -0.350 -5.442 -1.860  0.067
H 0.239 -6.775 -0.923  0.069
H 1.404 -5.853 -1.820  0.087
H -0.333 -4.280 0.098  0.106
H 0.614 -5.498 0.854  0.114
H 1.255 -2.803 -2.928  0.124
H 0.016 -3.169 -1.796  0.096
H -0.219 -0.919 -1.799  0.104
H 1.028 -1.002 -0.528  0.090
H 1.195 0.712 -2.483  0.061
H 1.899 -0.611 -3.409  0.080
H 2.432 0.519 0.604  0.064
H 4.006 1.287 0.341  0.071
H 3.137 3.247 -0.395  0.104
H 1.913 2.457 -1.358  0.065
H 1.188 3.951 0.591  0.058
H 1.618 2.624 1.652  0.078
H -0.686 2.801 -0.839  -0.120
H 4.192 0.608 -3.756  0.107
H 6.127 1.566 -1.638  0.110
H 6.073 -0.099 -2.132  0.095
H 7.732 1.080 -3.586  0.069
H 6.469 2.248 -4.045  0.071
H 6.336 0.575 -4.513  0.072
C -5.258 -4.021 3.906  -0.059
C -3.964 -4.781 3.707  -0.194
O -3.961 -5.476 2.445  0.033
C -3.635 -4.756 1.379  -0.400
O -3.347 -3.594 1.369  0.168
C -3.630 -5.652 0.131  -0.527
F -4.708 -6.452 0.086  0.165
F -2.535 -6.436 0.122  0.155
F -3.620 -4.924 -0.990  0.164
H -6.113 -4.689 3.803  0.084
H -5.282 -3.566 4.896  0.084
H -5.369 -3.233 3.161  0.078
H -3.859 -5.549 4.470  0.125
H -3.097 -4.126 3.780  0.126
C -1.795 4.770 1.861  -0.082
C -1.761 6.117 1.173  -0.191
O -3.060 6.740 1.179  0.033
C -3.395 7.385 2.291  -0.398
O -2.726 7.494 3.276  0.171
C -4.781 8.028 2.116  -0.530
F -5.651 7.176 1.546  0.159
F -4.695 9.117 1.328  0.160
F -5.286 8.408 3.292  0.168
H -2.557 4.131 1.416  0.077
H -0.831 4.273 1.778  0.020
H -2.041 4.877 2.919  0.083
H -1.495 5.995 0.124  0.124
H -1.022 6.780 1.622  0.126